Formula: C3H7NO2
Source: the Open Molecules 2025 dataset
Level of theory: the ωB97M-V functional and the def2-TZVPD basis

Its SMILES is C[NH2+]/C([O-])=C\O. The calculation puts the energy above the lowest of the compared OMol25 structures with the same formula, charge and spin at 421.93 kJ/mol. Its HOMO-LUMO gap is 0.3198 hartree. As for the HOMO energy: -8.07 eV.

Structure (ORCA input):
```
! wB97M-V def2-TZVPD RIJCOSX def2/J DEFGRID3
* xyz 0 1
C -0.19684 -1.83111 0.53973
N 0.04283 -0.63253 -0.25847
C 0.35552 0.64884 0.56413
O 0.71009 0.55615 1.70915
C -0.32683 1.63339 -0.24296
O 0.06778 1.69890 -1.60790
H 0.61750 -1.99001 1.25245
H -1.12702 -1.70938 1.10060
H -0.29551 -2.69629 -0.11899
H 0.69371 -0.76956 -1.02674
H -0.52447 2.59868 0.22535
H -0.86649 0.22924 -0.47461
H 0.84975 2.26368 -1.66174
*
```


Formula: C31H37N12O3PdS
Source: the Open Molecules 2025 dataset
Level of theory: the ωB97M-V functional and the def2-TZVPD basis

The expectation value of S² is 6.051. Its HOMO-LUMO gap (alpha / beta) is 0.2819 / 0.1284 hartree. As for the HOMO energy (alpha / beta): -15.24 / -15.24 eV.

Structure (ORCA input):
```
! wB97M-V def2-TZVPD RIJCOSX def2/J DEFGRID3
* xyz 3 5
Pd -0.09289 -0.11980 0.10808
N 5.89840 1.37926 -5.80983
C 4.98204 1.04279 -4.91841
C 5.09030 1.51047 -3.56986
C 4.14503 1.13864 -2.65671
C 3.08708 0.30523 -3.05113
C 2.96245 -0.16513 -4.36899
C 3.89013 0.19912 -5.29948
S 1.88990 -0.24254 -1.84364
O 1.59452 -1.59420 -2.21753
O 2.43377 0.00500 -0.51232
N 0.57753 0.63723 -2.01648
C 0.70867 1.95113 -1.51572
N 0.15337 2.11087 -0.30934
C 0.22516 3.32952 0.24142
C 0.82909 4.37442 -0.42472
C 1.37596 4.09320 -1.67016
N 1.32301 2.88079 -2.22277
H 6.68754 1.96390 -5.56469
H 5.85513 1.05475 -6.76770
H 5.92640 2.13896 -3.29181
H 4.21747 1.45529 -1.62544
H 2.14931 -0.82852 -4.62744
H 3.82877 -0.15374 -6.32089
H -0.22121 3.45920 1.21985
H 0.88137 5.36342 0.00475
H 1.87570 4.86506 -2.24332
N 0.55242 0.03606 2.27726
H 0.66820 1.01953 2.50956
H 1.49513 -0.35402 2.25558
H 0.08182 -0.39121 3.07016
C -2.75681 0.11714 -2.41192
C -3.19959 -0.01674 -1.02225
N -2.40026 0.04472 0.07225
C -3.18069 -0.09076 1.12990
C -4.54812 -0.24118 0.69296
N -4.50682 -0.19130 -0.63281
C -5.75922 -0.31889 -1.50417
N -6.61066 -1.28229 -0.96704
N -7.59823 -0.85990 -0.08558
N -8.21550 -1.86507 0.34564
C -7.68236 -3.01790 -0.21265
C -8.05181 -4.35189 -0.03554
C -7.32219 -5.28975 -0.73069
C -6.26117 -4.91525 -1.57817
C -5.88960 -3.59857 -1.76236
C -6.63528 -2.65676 -1.05586
H -1.66891 0.14040 -2.46694
H -3.15745 1.04605 -2.83519
H -3.15469 -0.69691 -3.02418
H -2.83159 -0.09351 2.15047
H -5.46402 -0.37482 1.25372
H -5.42400 -0.54034 -2.51422
H -6.24735 0.65360 -1.46043
H -8.87410 -4.62032 0.61226
H -7.56973 -6.33779 -0.63923
H -5.73184 -5.69044 -2.11590
H -5.09440 -3.33270 -2.44679
C -1.74277 -2.92319 4.72139
C -1.97274 -4.15421 3.85660
N -0.79004 -4.98526 3.70265
C -0.35246 -5.79145 4.85812
C 0.91743 -5.25690 5.49501
C -0.11929 -5.17356 2.54606
O 0.75500 -6.00361 2.39135
C -0.47231 -4.35560 1.32027
C -0.74133 -5.02120 0.12882
C -0.89747 -4.28543 -1.03213
C -0.73016 -2.91394 -0.98261
N -0.45266 -2.26404 0.15388
C -0.33361 -2.98115 1.28161
H -2.64657 -2.31408 4.77810
H -0.91853 -2.31393 4.33876
H -1.47861 -3.19960 5.74165
H -2.34424 -3.88355 2.86742
H -2.75529 -4.76806 4.30991
H -0.20727 -6.81374 4.51054
H -1.18063 -5.79568 5.56737
H 1.74382 -5.28690 4.78644
H 1.19060 -5.87112 6.35221
H 0.78818 -4.23287 5.84898
H -0.79620 -6.10214 0.12461
H -1.10175 -4.76720 -1.97745
H -0.77054 -2.31271 -1.88126
H -0.08893 -2.44031 2.18312
*
```


Formula: C2H5O3
Source: the Open Molecules 2025 dataset
Level of theory: the ωB97M-V functional and the def2-TZVPD basis

The calculation puts the energy above the lowest of the compared OMol25 structures with the same formula, charge and spin at 97.40 kJ/mol. Its HOMO-LUMO gap is 0.3074 hartree. As for the HOMO energy: -4.02 eV.

Structure (ORCA input):
```
! wB97M-V def2-TZVPD RIJCOSX def2/J DEFGRID3
* xyz -1 1
O -0.56851 -0.87639 1.25532
C -0.92608 0.21994 0.71601
O -1.17378 1.34235 1.31341
C -0.93939 0.29731 -0.83904
H -1.89926 0.07936 -1.28284
H -0.29790 -0.57771 -1.21029
H -0.12617 1.00878 -1.17007
H 1.35861 -0.78842 0.07782
H 2.31598 -0.25987 1.04569
O 2.25650 -0.44536 0.09399
*
```


Formula: C4H6N2
Source: the Open Molecules 2025 dataset
Level of theory: the ωB97M-V functional and the def2-TZVPD basis

Its SMILES is C[C@H]1N[C@H]1C#N. The calculation puts the energy above the lowest of the compared OMol25 structures with the same formula, charge and spin at 178.14 kJ/mol. Its HOMO-LUMO gap is 0.4057 hartree. As for the HOMO energy: -10.10 eV.

Structure (ORCA input):
```
! wB97M-V def2-TZVPD RIJCOSX def2/J DEFGRID3
* xyz 0 1
C 0.91628 0.89966 0.44713
C -0.53613 0.54805 0.18705
N -0.90769 0.35764 -1.20274
C -0.92878 -0.80384 -0.31905
C 0.07866 -1.79456 -0.00808
N 0.80292 -2.51271 0.54117
H 1.57771 0.46462 -0.31486
H 1.00272 1.98916 0.37754
H 1.28638 0.58148 1.42657
H -1.26213 1.01651 0.84552
H -0.08945 0.43140 -1.80109
H -1.94049 -1.17742 -0.17915
*
```


Formula: C6H4N2O
Source: the Open Molecules 2025 dataset
Level of theory: the ωB97M-V functional and the def2-TZVPD basis

Its SMILES is N#Cc1ccc[nH]c1=O. The calculation puts the energy above the lowest of the compared OMol25 structures with the same formula, charge and spin at 384.34 kJ/mol. Its HOMO-LUMO gap is 0.2958 hartree. As for the HOMO energy: -8.95 eV.

Structure (ORCA input):
```
! wB97M-V def2-TZVPD RIJCOSX def2/J DEFGRID3
* xyz 0 1
C 0.12426 -0.46391 -1.18615
C 1.49697 0.88141 0.24147
C 0.41128 1.10547 1.05432
C -0.86898 0.42414 0.70115
C -0.99910 -0.54562 -0.34495
C -2.20940 -1.27752 -0.25345
H 2.11518 -0.17257 -1.51485
H 2.76759 1.00439 0.46970
H 0.17582 1.57687 2.21082
H -1.66720 0.49536 1.39977
N 1.49256 0.07721 -0.83898
N -3.06726 -2.08717 0.34265
O 0.22829 -1.01806 -2.28150
*
```


Formula: C42H39F48IN3O7P
Source: the Open Molecules 2025 dataset
Level of theory: the ωB97M-V functional and the def2-TZVPD basis

Its SMILES is N#CC[C@](C#N)(CCCCn1cccc1)P(O)I.FC(F)C(F)(F)COC(F)(F)C(F)F.FC(F)C(F)(F)COC(F)(F)C(F)F.FC(F)C(F)(F)COC(F)(F)C(F)F.FC(F)C(F)(F)COC(F)(F)C(F)F.FC(F)C(F)(F)COC(F)(F)C(F)F.FC(F)C(F)(F)COC(F)(F)C(F)F. Its HOMO-LUMO gap is 0.2644 hartree. As for the HOMO energy: -7.84 eV.

Structure (ORCA input):
```
! wB97M-V def2-TZVPD RIJCOSX def2/J DEFGRID3
* xyz 0 1
N 2.39552 -0.51624 1.81636
C 2.74575 0.30803 0.99202
C 3.40263 1.45801 0.09892
C 4.06414 2.66673 0.93181
C 5.01163 3.49229 -0.09875
N 5.66828 4.20939 -0.83325
C 4.94092 2.22235 2.21052
C 5.89679 0.94926 1.98022
C 7.36411 1.29787 1.39815
C 7.95390 -0.05676 0.74465
N 8.28447 0.15872 -0.71138
C 9.06615 1.21854 -1.34116
C 9.12757 0.91608 -2.88902
C 8.28685 -0.40703 -3.16540
C 7.80549 -0.76487 -1.72515
P 2.76384 3.95246 1.55953
O 3.61429 4.95913 2.70286
I 1.02268 2.85956 2.90399
H 4.24126 1.02535 -0.57713
H 2.59726 1.87950 -0.62040
H 4.26850 2.10001 3.14159
H 5.64276 3.11790 2.45117
H 5.45063 0.12011 1.32702
H 6.07151 0.46839 3.02577
H 7.39571 2.18717 0.67651
H 8.02852 1.55226 2.31301
H 8.90312 -0.40228 1.31914
H 7.23396 -0.95136 0.76986
H 9.54132 2.09922 -0.78069
H 9.67381 1.50105 -3.70942
H 8.09969 -0.95596 -4.15668
H 7.17055 -1.71628 -1.61459
H 4.07889 5.61444 2.11443
C -2.72671 1.39422 -2.25552
C -4.21373 1.08828 -1.98307
C -4.91097 1.99403 -0.96184
F -4.32614 1.97630 0.24776
F -6.19566 1.58673 -0.77176
F -4.33706 -0.21969 -1.64980
F -4.87215 1.23070 -3.17172
O -1.74732 0.63221 -1.53009
C -1.44731 1.05506 -0.21153
C -1.93482 0.07082 0.86193
F -3.24632 -0.21246 0.73806
F -1.76277 0.58479 2.10700
F -1.91449 2.30783 -0.03666
F -0.09589 1.15629 -0.15418
H -2.55080 1.11655 -3.29972
H -2.51235 2.46613 -2.21587
H -4.94502 3.02698 -1.31552
H -1.38318 -0.86970 0.80197
C -9.67076 4.51477 -3.90535
C -11.16487 4.19262 -3.69325
C -11.91909 5.11260 -2.72661
F -11.39036 5.13429 -1.49164
F -13.20482 4.68949 -2.58618
F -11.28794 2.89125 -3.33207
F -11.77323 4.29594 -4.91382
O -8.72339 3.78146 -3.11146
C -8.49770 4.23798 -1.78941
C -9.03111 3.27384 -0.71974
F -10.33223 2.97286 -0.90590
F -8.92946 3.82090 0.51840
F -8.98709 5.48895 -1.66945
F -7.15226 4.35616 -1.66349
H -9.43845 4.21558 -4.93156
H -9.47055 5.58989 -3.88164
H -11.95080 6.13584 -3.10813
H -8.46788 2.33887 -0.72669
C 2.44418 -3.20372 3.58226
C 3.80354 -3.92428 3.69140
C 3.83892 -5.37452 3.19621
F 2.97091 -6.17669 3.83654
F 5.07464 -5.90794 3.39824
F 4.24968 -3.82742 4.96804
F 4.69177 -3.21202 2.93441
O 1.60908 -3.19078 4.75313
C 0.82403 -4.34349 4.99957
C 1.28184 -5.13037 6.23485
F 2.59013 -5.44808 6.18583
F 0.59870 -6.30063 6.34194
F 0.77893 -5.09202 3.87834
F -0.43986 -3.89811 5.19633
H 2.67633 -2.14823 3.41532
H 1.88618 -3.50586 2.69149
H 3.63176 -5.42496 2.12473
H 1.11346 -4.55122 7.14517
C -0.56820 -7.92094 9.20641
C 0.17057 -7.57058 10.51427
C 0.40446 -8.73150 11.48765
F -0.73149 -9.33105 11.88314
F 1.01267 -8.27892 12.61752
F -0.47256 -6.54146 11.11842
F 1.39650 -7.08219 10.15816
O -1.98745 -7.69609 9.17073
C -2.81429 -8.69360 9.74442
C -3.51526 -8.22942 11.02821
F -2.64915 -7.74715 11.94121
F -4.17200 -9.26060 11.61807
F -2.09176 -9.82037 9.90993
F -3.74654 -8.98813 8.80735
H -0.17600 -7.23687 8.44734
H -0.30794 -8.91750 8.83830
H 1.05811 -9.48591 11.04361
H -4.24009 -7.44305 10.80778
C -11.58347 0.29947 -5.39248
C -10.85087 1.24094 -6.37033
C -11.72511 1.91564 -7.43335
F -12.37774 1.04157 -8.21828
F -10.95396 2.67302 -8.26085
F -9.81529 0.57069 -6.93223
F -10.28518 2.23173 -5.61790
O -11.57893 -1.10598 -5.69366
C -12.53373 -1.56854 -6.63292
C -11.90360 -2.03315 -7.95278
F -11.11203 -1.09177 -8.50393
F -12.86269 -2.32323 -8.86846
F -13.47997 -0.62199 -6.79890
F -13.15894 -2.61499 -6.04314
H -11.03506 0.36461 -4.44729
H -12.58913 0.65616 -5.15220
H -12.45821 2.57982 -6.96979
H -11.29812 -2.92818 -7.79576
C 13.45465 5.24412 -6.62857
C 14.21785 5.58415 -5.33189
C 14.54885 4.40084 -4.41518
F 13.46193 3.72327 -4.00800
F 15.17009 4.84223 -3.28820
F 13.54079 6.55112 -4.66604
F 15.40211 6.15367 -5.70698
O 12.02485 5.38880 -6.61598
C 11.27296 4.32364 -6.06106
C 10.58584 4.69575 -4.74040
F 11.45069 5.19032 -3.83300
F 10.00640 3.60566 -4.17510
F 12.06244 3.23449 -5.96201
F 10.33119 4.01323 -6.98324
H 13.78369 5.97875 -7.37050
H 13.75748 4.27866 -7.04408
H 15.22713 3.70239 -4.91086
H 9.81150 5.44736 -4.90692
*
```


no.,total energy (hartree),F_max (eV/Å)
1,-323.62026,0.52
2,-2611.36590,0.83
3,-304.97041,4.15
4,-265.46772,1.13
5,-415.62178,12.23
6,-7747.16222,7.21